[1]
125
Properties=species:S:1:pos:R:3:forces:R:3:lowdin_charge:R:1 method="wB97M-V/def2-TZVPD" multiplicity=2 total_charge=0 gap_ev="7.5 / 5.2" homo_energy_ev="-7.63 / -7.63" lumo_energy_ev="-0.100 / -2.427" relative_energy_ev=0.0000
Cs -0.494 0.868 -1.131 0.00 0.87 -0.17 0.815
C 2.320 4.169 0.756 0.05 -0.04 0.00 -0.520
C 2.871 4.543 -0.617 -0.03 -0.05 0.02 -0.498
S 1.929 3.826 -1.994 0.06 0.07 -0.07 0.861
C 3.277 3.130 -2.983 -0.01 0.00 0.04 -0.527
C 4.131 2.052 -2.319 -0.01 -0.03 -0.01 -0.500
S 3.154 0.653 -1.708 0.03 0.02 0.01 0.858
C 3.710 0.465 0.004 0.01 0.01 -0.02 -0.532
C 3.660 1.700 0.897 -0.04 -0.02 -0.01 -0.501
S 2.001 2.415 1.053 0.03 0.04 0.06 0.835
H 1.346 4.626 0.900 -0.10 0.05 0.03 0.036
H 2.984 4.558 1.531 0.01 0.00 -0.01 0.085
H 3.911 4.231 -0.720 -0.01 0.01 0.00 0.058
H 2.854 5.630 -0.706 -0.01 0.01 0.00 0.080
H 3.928 3.934 -3.337 0.00 -0.01 0.00 0.082
H 2.783 2.711 -3.861 0.00 0.00 -0.02 0.049
H 4.698 2.464 -1.486 0.00 0.00 0.00 0.057
H 4.860 1.685 -3.044 0.00 0.01 0.00 0.075
H 4.719 0.045 0.023 0.00 0.00 0.00 0.081
H 3.018 -0.290 0.384 0.02 0.00 0.00 0.025
H 4.336 2.475 0.538 0.00 0.00 0.00 0.060
H 4.020 1.411 1.888 0.00 0.00 0.00 0.075
Br -3.313 1.191 -3.307 -0.15 -0.06 -0.15 0.637
C -3.895 -0.608 -2.959 0.04 0.05 -0.04 -1.031
Br -4.028 -0.963 -1.072 -0.05 -0.06 0.08 0.648
H -3.132 -1.271 -3.347 -0.01 0.01 0.01 -0.034
H -4.870 -0.756 -3.405 0.01 0.00 0.02 0.002
I 2.176 0.067 -6.755 0.00 0.00 0.01 1.011
C 1.127 1.796 -6.335 0.04 0.01 -0.03 -0.619
C 1.090 2.822 -7.252 0.00 0.00 0.00 -0.237
C 0.424 4.007 -6.961 0.00 -0.02 0.02 -0.634
I 0.465 5.490 -8.409 0.00 0.00 0.00 0.993
C -0.259 4.199 -5.718 0.00 0.02 0.00 -0.204
C -0.943 5.378 -5.368 0.00 -0.01 0.01 -0.036
C -1.578 5.447 -4.159 -0.01 0.01 0.01 0.000
C -1.537 4.338 -3.305 -0.03 -0.02 0.06 -0.110
N -0.888 3.225 -3.600 -0.03 0.02 -0.09 0.078
C -0.258 3.154 -4.773 0.03 0.03 0.00 -0.166
C 0.488 1.896 -5.033 0.07 -0.07 0.06 -0.419
O 0.596 1.014 -4.186 -0.09 0.01 -0.05 -0.063
H 1.592 2.713 -8.203 0.00 0.00 -0.01 0.076
H -0.961 6.214 -6.054 0.00 0.01 0.00 0.061
H -2.109 6.334 -3.845 0.00 0.01 0.00 0.121
H -2.041 4.368 -2.349 0.02 0.00 -0.06 0.083
C 0.378 -4.686 -4.727 0.01 0.01 -0.01 -0.128
C -0.439 -3.855 -3.753 -0.02 0.03 0.02 -0.393
S -0.151 -2.071 -3.866 -0.10 -0.13 0.10 0.898
O -0.868 -1.533 -2.655 -0.04 -0.28 -0.27 -0.708
C 1.609 -2.041 -3.483 0.00 -0.01 0.00 -0.417
C 1.961 -2.634 -2.133 0.00 0.02 0.01 -0.135
H 0.013 -5.712 -4.743 0.00 -0.01 0.00 0.077
H 1.430 -4.710 -4.446 0.02 -0.01 0.00 0.066
H 0.305 -4.293 -5.743 0.00 0.01 -0.01 0.078
H -0.262 -4.118 -2.709 -0.01 -0.04 -0.02 0.078
H -1.510 -3.955 -3.941 0.00 0.00 -0.01 0.087
H 1.858 -0.982 -3.535 0.00 0.00 0.01 0.009
H 2.108 -2.533 -4.321 0.02 -0.01 -0.02 0.076
H 1.354 -2.178 -1.348 0.01 0.00 -0.01 0.044
H 3.006 -2.417 -1.907 0.01 -0.01 0.01 0.076
H 1.829 -3.717 -2.104 0.01 0.00 -0.01 0.067
F -1.694 3.630 -0.382 -0.05 0.03 0.11 -0.284
P -1.740 5.033 0.467 -0.04 -0.03 0.11 0.159
F -1.763 6.410 1.284 0.01 0.04 0.01 -0.137
F -0.821 4.347 1.619 0.04 0.00 -0.10 -0.183
F -2.654 5.681 -0.701 -0.04 0.04 -0.03 -0.159
F -0.401 5.505 -0.323 0.08 0.02 -0.02 -0.169
F -3.071 4.526 1.236 0.06 -0.06 -0.07 -0.171
C -2.250 2.272 3.712 0.04 -0.02 -0.02 -0.292
As -2.573 1.473 1.956 -0.17 -0.16 0.12 1.146
C -4.522 1.658 1.963 0.01 0.02 0.02 -0.305
C -2.469 -0.452 2.481 0.04 0.05 0.01 -0.358
C -3.125 -0.909 3.737 0.01 0.01 -0.02 -0.297
C -2.423 -0.915 4.944 -0.02 0.01 0.01 -0.054
C -3.020 -1.356 6.115 0.01 0.00 0.01 -0.083
C -4.335 -1.801 6.105 0.01 -0.01 0.01 -0.103
C -5.045 -1.798 4.912 -0.01 0.00 -0.01 -0.088
C -4.445 -1.358 3.742 -0.01 -0.01 0.01 -0.058
H -2.932 1.872 4.463 -0.01 0.00 0.00 0.026
H -2.384 3.348 3.611 -0.01 0.01 -0.01 0.019
H -1.221 2.081 4.019 -0.02 0.02 -0.01 0.003
H -4.951 1.300 2.899 0.00 -0.01 0.00 0.020
H -4.953 1.109 1.125 0.01 0.00 0.01 -0.008
H -4.746 2.716 1.837 -0.02 0.02 -0.01 0.014
H -1.397 -0.628 2.540 -0.03 -0.01 -0.01 0.008
H -2.839 -1.015 1.621 0.00 0.00 0.00 0.028
H -1.395 -0.569 4.961 -0.01 0.00 0.00 0.094
H -2.455 -1.352 7.039 0.00 0.00 0.01 0.100
H -4.802 -2.146 7.018 -0.01 0.00 0.01 0.096
H -6.071 -2.144 4.892 -0.01 0.00 0.00 0.100
H -5.001 -1.372 2.812 -0.01 0.01 -0.01 0.112
O 0.648 -0.871 0.614 0.26 -0.29 0.34 -0.682
As 0.730 -2.068 1.743 0.24 -0.22 0.04 1.183
C 2.233 -3.239 1.437 0.00 -0.01 0.03 -0.287
C 3.511 -2.783 1.748 0.00 0.02 0.01 -0.097
C 4.616 -3.567 1.458 -0.01 0.00 0.00 -0.071
C 4.446 -4.811 0.864 -0.01 0.00 0.00 -0.078
C 3.172 -5.272 0.565 -0.01 -0.01 -0.01 -0.078
C 2.064 -4.487 0.851 -0.04 0.00 0.00 -0.095
C 1.029 -1.352 3.497 -0.03 0.02 -0.03 -0.308
C 1.336 -2.164 4.585 0.02 -0.02 0.02 -0.101
C 1.548 -1.588 5.828 0.00 -0.02 -0.01 -0.075
C 1.474 -0.208 5.976 -0.01 0.01 -0.02 -0.071
C 1.190 0.600 4.885 0.02 0.00 0.04 -0.071
C 0.961 0.028 3.642 -0.01 0.02 -0.07 -0.117
C -0.821 -3.188 1.684 -0.01 0.06 0.02 -0.315
C -1.347 -3.794 2.818 0.01 0.02 0.02 -0.082
C -2.488 -4.574 2.707 0.00 -0.01 -0.01 -0.066
C -3.088 -4.749 1.468 -0.01 -0.01 0.01 -0.069
C -2.562 -4.136 0.339 0.00 0.05 -0.01 -0.086
C -1.429 -3.339 0.442 -0.01 -0.06 -0.03 -0.109
H 3.643 -1.817 2.223 0.00 0.00 0.00 0.107
H 5.609 -3.212 1.700 0.01 0.01 0.00 0.107
H 5.308 -5.424 0.640 0.01 -0.01 0.00 0.105
H 3.041 -6.246 0.111 0.00 0.00 0.00 0.106
H 1.067 -4.848 0.620 0.02 0.00 0.01 0.103
H 1.424 -3.238 4.465 0.00 0.00 0.00 0.109
H 1.779 -2.214 6.679 0.00 -0.01 0.01 0.105
H 1.644 0.238 6.948 0.00 0.00 0.01 0.107
H 1.141 1.676 4.996 0.00 0.01 0.00 0.113
H 0.731 0.652 2.784 0.02 -0.01 0.01 0.058
H -0.900 -3.629 3.791 0.00 -0.01 -0.01 0.098
H -2.917 -5.028 3.590 -0.01 0.00 0.01 0.110
H -3.982 -5.354 1.385 -0.01 0.00 0.00 0.106
H -3.050 -4.249 -0.619 -0.01 0.00 -0.02 0.099
H -1.045 -2.815 -0.429 -0.01 0.01 0.01 0.084

***

[2]
116
Properties=species:S:1:pos:R:3:forces:R:3:lowdin_charge:R:1 method="wB97M-V/def2-TZVPD" multiplicity=5 total_charge=-2 gap_ev="5.1 / 5.5" homo_energy_ev="-1.53 / -1.97" lumo_energy_ev="3.530 / 3.535" relative_energy_ev=1.7282
Fe 1.184 -1.429 0.308 0.19 0.32 -1.15 0.932
C -5.913 -2.269 0.163 0.14 0.93 0.61 -0.071
C -5.308 -2.172 1.569 -0.54 -0.34 1.95 -0.507
C -5.481 -3.590 2.207 -1.13 1.53 -0.07 -0.057
C -6.182 -1.074 2.418 1.12 -1.40 -1.89 -0.020
C -3.838 -1.848 1.724 1.74 0.78 -0.42 -0.182
C -3.019 -1.644 0.615 -0.23 0.02 1.57 0.035
C -1.636 -1.383 0.794 0.01 0.57 0.72 -0.173
N -0.738 -1.062 -0.143 -0.48 -0.36 -0.44 0.073
C -1.018 -0.481 -1.343 0.72 0.56 -0.02 -0.175
C -2.116 0.320 -1.615 -1.16 0.34 -0.48 0.022
C -2.250 1.067 -2.803 0.13 -1.15 -0.16 -0.217
C -1.228 0.955 -3.761 2.25 -0.20 0.65 0.023
C 0.003 0.247 -3.442 -1.28 1.39 -0.74 -0.069
C 0.122 -0.457 -2.210 -0.59 0.04 -1.25 -0.342
O 1.175 -1.088 -1.899 0.56 -0.55 1.10 -0.081
C 1.268 0.356 -4.321 -0.60 2.00 0.90 -0.555
C 1.768 -0.986 -4.691 0.98 -1.08 -1.25 -0.079
C 2.406 1.105 -3.554 -1.15 -0.38 0.72 -0.031
C 1.032 1.179 -5.617 0.24 -0.43 0.44 -0.081
C -3.393 2.050 -3.013 -0.98 -0.13 1.78 -0.514
C -2.870 3.359 -2.339 -0.82 0.53 -2.34 -0.036
C -4.737 1.570 -2.267 0.51 1.40 -3.73 -0.042
C -3.755 2.239 -4.477 -0.39 0.99 0.48 -0.076
C -0.993 -1.376 2.105 -0.73 -1.31 0.29 -0.271
O 0.284 -1.384 2.133 -0.05 0.24 0.66 -0.098
C -1.855 -1.529 3.268 0.86 0.14 0.19 -0.042
C -3.195 -1.735 3.020 -0.23 -0.01 -1.22 -0.003
C -1.246 -1.555 4.754 -0.82 -0.96 -1.08 -0.529
C -0.315 -2.799 4.820 1.27 0.17 -0.70 -0.057
C -2.338 -1.661 5.817 -0.22 0.58 -0.25 -0.085
C -0.387 -0.354 5.054 -0.14 0.72 -0.41 -0.060
H -6.992 -2.220 0.335 -0.04 -0.53 -0.42 0.076
H -5.594 -3.070 -0.503 -0.08 -0.41 0.51 0.088
H -5.679 -1.379 -0.377 0.17 0.95 -0.53 0.055
H -6.541 -3.878 2.149 0.20 -0.28 -0.23 0.074
H -5.255 -3.525 3.255 0.42 -0.25 0.52 0.062
H -4.823 -4.254 1.683 0.20 -0.63 -0.09 0.079
H -7.198 -1.457 2.422 -0.26 -0.02 0.55 0.055
H -6.202 -0.183 1.782 0.18 0.18 0.43 0.074
H -5.743 -0.890 3.407 -0.35 -0.03 -0.37 0.068
H -3.473 -1.701 -0.348 0.14 -0.01 -0.70 0.094
H -2.906 0.328 -0.862 0.28 0.28 -0.21 0.100
H -1.236 1.584 -4.681 -0.14 -0.71 0.81 0.098
H 2.088 -1.553 -3.837 0.27 0.01 0.54 0.067
H 2.672 -0.854 -5.370 -1.17 -0.49 0.39 0.101
H 0.951 -1.596 -5.105 0.36 0.16 -0.56 0.092
H 2.586 0.656 -2.547 0.20 0.18 -0.92 0.092
H 2.091 2.133 -3.398 -0.03 0.29 0.07 0.066
H 3.259 1.126 -4.218 0.61 -0.14 0.13 0.067
H 0.301 0.632 -6.222 0.16 0.28 -0.33 0.079
H 2.021 1.220 -6.077 -0.17 -0.18 -0.53 0.066
H 0.742 2.236 -5.510 -0.21 -0.44 0.38 0.077
H -2.378 3.183 -1.418 0.49 -0.30 0.86 0.061
H -3.683 4.080 -2.177 0.06 0.00 -0.05 0.074
H -2.163 3.811 -3.083 -0.31 -0.17 0.85 0.091
H -4.541 1.481 -1.274 0.35 -0.46 2.96 0.016
H -5.015 0.606 -2.720 -0.26 0.36 0.31 0.087
H -5.522 2.377 -2.406 0.71 -1.05 0.01 0.090
H -3.060 2.900 -4.973 0.05 0.40 -0.25 0.069
H -4.796 2.558 -4.630 0.32 0.51 0.26 0.078
H -3.722 1.329 -4.990 0.30 -1.69 -0.74 0.059
H -3.814 -1.818 3.869 -0.77 -0.25 0.90 0.063
H -0.908 -3.702 4.651 0.25 -0.05 0.09 0.077
H 0.385 -2.915 5.696 -1.26 0.31 -0.13 0.087
H 0.448 -2.685 4.010 -0.86 -0.28 0.23 0.085
H -2.876 -2.603 5.833 0.01 -0.30 -0.11 0.071
H -3.080 -0.863 5.655 0.16 -0.12 0.19 0.082
H -1.880 -1.503 6.792 -0.01 -0.05 0.14 0.075
H 0.295 -0.298 4.210 0.35 0.56 0.14 0.075
H 0.142 -0.630 5.958 0.40 0.38 0.31 0.069
H -0.916 0.625 5.204 0.29 -0.96 -0.28 0.104
C 0.889 -5.586 0.641 -0.66 0.11 1.91 -0.035
C 1.526 -4.287 0.336 -1.20 1.76 -0.16 -0.420
O 0.673 -3.283 0.221 1.38 -0.69 0.31 -0.109
C 2.878 -4.188 0.256 -0.57 0.79 -0.29 -0.032
C 3.618 -2.974 0.103 1.61 0.45 -0.46 -0.287
C 5.098 -3.174 -0.173 0.32 0.25 -0.61 -0.038
N 3.178 -1.759 0.157 -2.16 -0.80 0.47 -0.046
N 3.962 -0.640 0.059 1.25 -0.15 1.49 0.058
C 4.804 -0.529 1.118 0.02 0.60 -1.86 -0.509
O 5.112 -1.317 2.021 -0.61 -0.52 0.59 -0.049
C 5.607 0.753 1.055 0.20 -0.47 -0.25 -0.169
C 5.484 1.689 0.070 0.25 2.19 -1.00 -0.040
C 6.270 2.876 0.037 0.71 -0.65 1.51 -0.077
C 7.264 3.102 1.042 -2.23 -2.01 -0.31 -0.103
C 7.366 2.084 2.031 0.94 1.38 -0.72 -0.118
C 6.603 0.933 1.980 0.39 -1.13 2.39 -0.062
H 1.411 -6.355 0.149 0.50 -1.29 -0.41 0.055
H -0.178 -5.656 0.519 -0.39 0.35 -1.00 0.072
H 0.901 -5.725 1.745 0.66 -0.10 -0.44 0.096
H 3.480 -5.057 0.205 0.22 -0.84 0.22 0.080
H 5.698 -2.828 0.681 -0.16 -0.11 -0.32 0.070
H 5.419 -2.647 -1.094 -0.33 0.29 0.62 0.090
H 5.329 -4.205 -0.415 -0.12 -0.44 0.33 0.054
H 4.731 1.543 -0.681 -0.27 -0.04 -0.23 0.094
H 6.091 3.647 -0.695 -0.09 -0.04 -0.31 0.078
H 7.814 4.023 1.110 0.23 0.15 -0.06 0.071
H 8.120 2.277 2.797 -0.24 -0.45 0.07 0.081
H 6.659 0.090 2.755 0.19 1.46 -1.09 0.132
O -0.041 1.402 1.767 1.79 0.35 -1.49 0.043
C 0.889 1.457 0.919 -1.26 -1.47 1.61 -0.536
O 1.488 0.500 0.305 -0.13 0.49 0.58 -0.065
C 1.316 2.799 0.431 -1.35 -0.33 -0.24 -0.114
C 0.727 3.108 -0.775 -0.25 0.25 -0.57 0.021
C 0.824 4.367 -1.305 0.08 -0.66 -0.05 0.005
C 1.488 5.308 -0.603 0.73 0.74 1.38 -0.195
C 2.095 5.037 0.606 -0.41 0.14 -0.06 0.017
C 1.955 3.767 1.148 1.22 0.73 0.34 0.014
N 1.484 6.680 -1.045 0.68 1.61 -1.74 -0.319
O 2.432 7.437 -0.733 -1.68 -1.15 -0.13 0.027
O 0.575 7.025 -1.822 1.14 -0.27 1.21 0.040
H 0.099 2.377 -1.236 -0.05 -0.55 -0.60 0.114
H 0.523 4.662 -2.255 -1.17 0.04 -1.50 0.101
H 2.536 5.922 1.014 0.54 -0.14 0.91 0.107
H 2.384 3.487 2.090 0.15 0.19 0.41 0.124